[1]
Computed, not measured: a molecular structure, C32H36BCsF9N5O in a non-equilibrium geometry, with ωB97M-V/def2-TZVPD.

The geometry in XYZ format:
```
85
Properties=species:S:1:pos:R:3:forces:R:3
Cs 0.759711 -1.209225 0.390389 0.437 -0.745 1.171
C 2.141409 4.314169 -1.624514 -0.040 -0.026 -0.041
N 1.994178 4.105020 -0.188732 -0.237 -0.029 0.077
C 2.727681 5.002570 0.686382 0.028 -0.059 -0.071
C 1.898931 2.826316 0.197384 0.261 0.024 -0.250
N 1.845694 1.705065 0.456355 -0.034 0.126 0.265
H 1.849137 5.337973 -1.858992 -0.011 0.004 -0.003
H 1.480998 3.629759 -2.154529 -0.039 -0.002 0.007
H 3.172312 4.147618 -1.957129 0.015 -0.005 0.018
H 2.433498 6.028132 0.461508 0.001 0.007 0.001
H 3.812514 4.907181 0.556889 0.015 0.006 0.006
H 2.476272 4.784504 1.721396 -0.007 -0.003 0.011
F -2.499490 -4.577595 -1.065797 -0.027 0.027 0.061
B -2.677889 -3.810821 0.109877 0.100 -0.063 0.066
F -1.568763 -2.929227 0.239169 -0.155 -0.157 0.008
F -3.867260 -3.076577 0.047103 0.034 -0.045 -0.011
F -2.699479 -4.674393 1.226777 -0.013 0.028 -0.054
F 8.603214 -0.233712 -2.061642 0.023 0.004 -0.012
C 7.415744 -0.505764 -1.463921 0.003 -0.017 0.030
C 6.216072 -0.236725 -2.100154 -0.078 0.012 -0.010
F 6.241543 0.304454 -3.336857 0.000 0.011 -0.014
C 5.009765 -0.510976 -1.492415 0.038 0.021 -0.081
F 3.879703 -0.225512 -2.171697 -0.019 0.015 -0.016
C 4.887807 -1.079715 -0.190790 -0.210 -0.005 0.187
O 3.782389 -1.320818 0.370481 0.213 -0.101 -0.083
C 6.156610 -1.338664 0.406771 0.075 -0.010 0.000
F 6.185899 -1.886714 1.644302 -0.006 -0.015 0.025
C 7.363653 -1.063969 -0.199201 -0.025 0.002 0.010
F 8.520405 -1.339385 0.443671 0.025 -0.007 0.015
C -3.233735 3.604970 -3.448611 0.002 0.005 -0.009
C -2.272335 2.595956 -2.864190 0.008 -0.038 0.062
C -1.212713 2.125465 -3.637416 0.026 0.010 0.042
C -0.341304 1.171500 -3.079834 -0.005 0.083 0.018
C 0.813586 0.627783 -3.889486 -0.022 0.012 0.001
C -0.537390 0.737111 -1.793445 -0.102 0.180 -0.162
C -1.603076 1.196417 -0.935750 0.028 0.078 0.069
C -2.472808 2.154740 -1.563135 0.052 0.003 -0.068
N -1.621671 0.698518 0.293763 0.084 -0.031 -0.187
C -2.646311 0.982987 1.262359 -0.018 0.025 0.038
C -2.661979 2.455063 1.733002 0.001 0.000 -0.020
C -3.674619 2.670586 2.862861 0.005 -0.067 -0.011
C -5.072102 2.265502 2.377293 0.010 -0.004 -0.007
C -5.073471 0.786867 1.969523 0.059 -0.001 0.019
C -4.683892 -0.068968 3.180024 0.001 0.021 -0.012
C -3.280660 0.331754 3.647775 -0.047 -0.069 -0.061
C -3.286366 1.804217 4.064829 -0.008 0.014 -0.005
C -2.299101 0.119495 2.492907 0.022 0.060 0.052
C -4.067625 0.560681 0.832236 -0.014 -0.006 -0.001
H -2.958219 3.860738 -4.473931 -0.003 0.002 0.004
H -3.246593 4.527542 -2.861169 -0.002 -0.004 0.000
H -4.254919 3.214304 -3.460328 0.005 0.002 -0.001
H -1.072951 2.473523 -4.656281 -0.005 -0.007 -0.004
H 0.834376 1.069938 -4.888094 -0.001 0.001 0.004
H 0.739379 -0.456106 -4.004364 -0.006 0.005 -0.001
H 1.773146 0.829388 -3.407205 -0.011 -0.005 0.002
H 0.136054 0.002824 -1.372800 -0.382 0.755 -1.015
H -3.318244 2.560620 -1.023085 0.001 0.001 -0.001
H -2.892811 3.115019 0.893908 0.007 0.015 0.018
H -1.649281 2.708233 2.068519 -0.011 -0.002 0.001
H -3.681131 3.725918 3.160733 -0.010 0.024 -0.003
H -5.360371 2.887055 1.521624 0.001 -0.001 0.004
H -5.809377 2.437645 3.172539 -0.003 0.005 -0.005
H -6.075529 0.502224 1.630908 -0.017 -0.001 0.000
H -4.693147 -1.126351 2.900381 0.000 0.010 0.002
H -5.407988 0.071155 3.993851 -0.009 -0.001 -0.008
H -2.986319 -0.289544 4.500707 -0.004 -0.014 0.005
H -2.292975 2.095157 4.425032 -0.006 -0.001 -0.006
H -3.994689 1.959521 4.889371 0.003 0.006 0.000
H -2.301737 -0.928948 2.178254 0.034 0.020 -0.017
H -1.278656 0.372059 2.807105 -0.011 0.013 -0.019
H -4.381645 1.116236 -0.054148 -0.010 -0.003 0.014
H -4.033385 -0.496706 0.552773 -0.003 0.017 -0.003
N 2.938893 -8.161984 -0.116889 0.005 0.026 -0.054
C 2.520088 -6.830972 -0.011790 0.006 -0.063 0.013
C 1.245915 -6.443710 -0.412477 -0.038 -0.004 -0.008
C 0.888223 -5.107817 -0.320205 0.081 0.007 0.070
N 1.714438 -4.159906 0.128619 -0.030 -0.175 -0.004
C 2.934372 -4.536377 0.511289 0.005 0.054 -0.045
C 3.381816 -5.845885 0.460876 0.018 0.014 0.013
H 2.189956 -8.835441 -0.105794 -0.013 0.005 0.020
H 3.686285 -8.413633 0.509828 -0.017 0.005 0.016
H 0.532046 -7.171265 -0.780592 -0.004 0.014 -0.001
H -0.109225 -4.785715 -0.602609 0.008 -0.018 -0.004
H 3.581889 -3.738800 0.867138 -0.019 0.012 -0.053
H 4.387657 -6.093561 0.781534 -0.010 0.011 -0.004
```
Forces are in eV/Å.

As for the net charge: -2. The spin multiplicity is 1. The HOMO energy is -0.900 eV.

Mulliken atomic charge list, values in e, 5 entries:
1. Cs 1.352
2. C -0.733
3. N 0.090
4. C -0.932
5. C 0.197

---

[2]
Computed, not measured: 5 unconnected molecules or ions with the total composition C32H36F4NO2 in a non-equilibrium geometry, with ωB97M-V/def2-TZVPD.

The geometry in XYZ format:
```
75
Properties=species:S:1:pos:R:3:forces:R:3
O 0.240619 -2.262335 -2.298683 0.971 0.900 0.410
C 1.046159 -1.464648 -1.861116 -0.526 -0.992 -0.509
O 2.030935 -1.873510 -1.001518 -0.813 -0.333 -0.176
C 1.076283 0.000844 -2.204873 0.137 0.246 0.517
C 0.379514 0.812225 -1.080602 -0.480 -0.115 -0.567
C -1.009919 1.302887 -1.513724 0.562 -0.344 0.128
C -1.906141 0.124873 -1.865129 -1.309 0.320 -0.257
C -2.422846 -0.570322 -0.600819 -0.105 0.741 0.328
C -3.744357 -1.267371 -0.921822 0.833 0.086 0.510
N -4.146273 -0.582018 -2.213711 0.157 -0.256 0.410
C -3.264540 0.606004 -2.444805 1.131 -0.062 0.283
H 2.093125 -1.257953 -0.266068 0.420 0.332 0.010
H 2.108567 0.324131 -2.299610 0.130 -0.029 -0.077
H 0.587421 0.168032 -3.157341 -0.072 -0.091 -0.134
H 0.979323 1.662581 -0.780949 0.123 0.064 0.102
H 0.218384 0.162461 -0.220682 0.215 0.108 0.323
H -0.915154 2.014792 -2.331211 0.018 -0.011 -0.204
H -1.443195 1.842903 -0.673588 -0.186 0.147 -0.009
H -1.489358 -0.538278 -2.619519 0.434 -0.274 0.230
H -1.716412 -1.097807 0.026965 0.066 -0.562 -0.301
H -2.736249 0.276770 0.014830 0.147 0.018 0.291
H -3.718877 -2.336869 -1.093831 0.140 -0.089 -0.096
H -4.413706 -1.059433 -0.096770 -0.569 -0.005 -0.285
H -5.142822 -0.395288 -2.248538 -0.131 -0.015 -0.304
H -3.858645 -1.240996 -2.931518 -0.583 -0.099 -0.343
H -3.232423 0.780853 -3.512320 -0.100 0.307 -0.113
H -3.568547 1.482038 -1.883698 -0.579 -0.002 -0.034
F 3.251751 2.507044 -3.842553 -0.011 -0.019 0.035
C 3.227464 2.043453 -5.113203 0.010 -0.058 -0.122
C 4.380821 2.082250 -5.867819 0.138 0.061 0.062
C 4.339102 1.597902 -7.167180 -0.111 -0.026 0.007
C 3.157266 1.090067 -7.690886 0.022 -0.014 -0.030
C 2.009895 1.062317 -6.911611 0.114 0.022 -0.013
C 2.043869 1.540901 -5.610077 -0.187 -0.027 0.076
H 5.289640 2.486172 -5.443043 -0.007 -0.002 0.016
H 5.234424 1.616886 -7.772633 0.020 0.015 -0.002
H 3.132437 0.716186 -8.704925 0.000 -0.003 -0.010
H 1.087556 0.668982 -7.316724 -0.015 -0.006 0.001
H 1.163342 1.530700 -4.981600 -0.006 0.048 -0.010
F -3.037651 -0.304167 2.919999 -0.040 -0.005 -0.064
C -3.073058 -1.650345 3.074486 0.054 -0.179 -0.004
C -1.893825 -2.321104 3.329887 0.161 0.117 -0.020
C -1.922391 -3.700159 3.478476 -0.091 -0.077 -0.019
C -3.126214 -4.384131 3.364467 0.008 -0.034 -0.024
C -4.298755 -3.691145 3.101542 0.089 -0.008 -0.004
C -4.279420 -2.309479 2.958909 -0.174 0.089 -0.136
H -0.970916 -1.762972 3.415555 0.001 0.028 0.050
H -1.007221 -4.241833 3.683380 -0.103 0.101 -0.020
H -3.147715 -5.458857 3.479666 -0.003 -0.010 0.007
H -5.234583 -4.224823 3.006907 -0.026 0.008 0.032
H -5.187911 -1.754201 2.761455 0.022 0.040 0.062
F 1.053608 -4.799194 4.141855 0.110 0.023 -0.001
C 2.132756 -4.013387 4.367056 0.103 0.026 0.030
C 2.202463 -2.780259 3.753011 -0.109 0.057 -0.090
C 3.308995 -1.978083 3.992459 0.027 -0.067 0.046
C 4.323981 -2.419735 4.828532 0.036 0.030 0.002
C 4.231937 -3.667322 5.429811 -0.033 0.065 -0.053
C 3.127375 -4.474727 5.202872 -0.005 -0.131 0.083
H 1.404214 -2.460928 3.096530 -0.031 -0.025 -0.008
H 3.378089 -1.005105 3.524727 -0.002 0.014 -0.010
H 5.185837 -1.793020 5.010775 0.010 0.002 0.005
H 5.023205 -4.015450 6.078817 0.004 -0.013 0.020
H 3.033003 -5.447248 5.666282 -0.015 -0.006 -0.020
F -0.806634 4.340999 -0.452125 0.009 -0.042 -0.009
C -0.466194 4.677463 0.817785 0.039 0.052 0.150
C 0.712654 4.190371 1.343014 0.065 -0.109 -0.101
C 1.055357 4.537302 2.641945 -0.072 0.040 0.019
C 0.219410 5.353447 3.390428 0.012 0.004 0.033
C -0.961795 5.829078 2.838398 0.074 -0.049 0.002
C -1.311697 5.493990 1.538568 -0.147 0.034 -0.069
H 1.351865 3.557758 0.741348 0.012 0.039 -0.019
H 1.979856 4.172421 3.067666 0.015 -0.014 -0.003
H 0.490340 5.621320 4.402064 0.001 0.006 0.010
H -1.614177 6.465194 3.420116 -0.013 0.021 -0.004
H -2.223223 5.860910 1.086243 0.009 -0.006 -0.015
```
Forces are in eV/Å.

As for the net charge: +1. The spin multiplicity is 1. The HOMO energy is -11.106 eV.

Mulliken atomic charge list, values in e, 5 entries:
1. O -0.542
2. C 0.372
3. O -0.477
4. C -0.302
5. C -0.126

---

Orbital gap (Eh)
0.1716; 0.2987